1.
DFT (ωB97M-V with the def2-TZVPD basis set) results for C23H28GeN5O11P2PbSe as an isolated structure.

ORCA input file:
```
! wB97M-V def2-TZVPD RIJCOSX def2/J DEFGRID3
* xyz -1 1
Pb 0.54651 -0.80830 0.03252
O -0.06566 0.56716 2.28541
N 0.82181 0.94421 3.11462
N 2.04083 0.88816 2.69475
O 2.37761 0.51792 1.49939
C 3.06303 1.23323 3.62546
C 2.75937 1.74521 4.88226
C 3.79224 2.06424 5.74525
C 5.11813 1.88062 5.36664
C 5.40188 1.37340 4.10866
C 4.37748 1.04847 3.23002
H 1.72762 1.88675 5.16762
H 3.55814 2.46347 6.72373
H 5.91928 2.13313 6.04821
H 6.42899 1.22678 3.80066
H 4.56741 0.65458 2.24257
O -1.24048 -5.33745 -0.85242
P -0.63065 -3.89216 -1.13490
O -1.88530 -3.05923 -1.53029
O 0.17178 -3.39725 0.00959
O 0.18149 -4.10193 -2.46460
P 1.09803 -2.88439 -3.17902
O 0.31579 -2.76007 -4.58341
O 2.45473 -3.38647 -3.40486
O 0.77874 -1.66995 -2.35505
H -0.61416 -5.87654 -0.35795
H -0.56652 -2.40466 -4.42942
O -6.00153 -4.33119 1.81697
N -6.03940 -3.72262 0.75395
O -7.03232 -3.70927 0.04048
C -4.87090 -2.99045 0.32913
C -4.92970 -2.42457 -0.91183
C -3.85308 -1.73160 -1.47229
C -3.92574 -1.08046 -2.70191
C -2.86187 -0.33305 -3.15981
C -1.79425 -0.14100 -2.26537
N -1.66962 -0.72519 -1.10359
C -2.53755 -1.80821 -0.82425
C -2.61657 -2.09059 0.64764
N -1.56502 -1.69993 1.36999
C -1.51771 -1.97539 2.65968
C -2.53906 -2.66932 3.29263
C -3.64567 -3.05373 2.57013
C -3.72634 -2.75761 1.20014
H -5.84914 -2.51970 -1.47391
H -4.84837 -1.14097 -3.26927
H -2.88612 0.19866 -4.09895
H -1.02490 0.58784 -2.50541
H -0.64793 -1.62103 3.19871
H -2.46856 -2.88956 4.34888
H -4.45745 -3.57069 3.05226
C 2.83537 1.83872 -3.36110
Ge 2.30944 3.37620 -2.28466
C 2.56377 5.03392 -3.29056
C 3.35884 3.43686 -0.64266
C 0.39266 3.19361 -1.86544
Se 0.18188 2.31723 -0.13999
C -1.74288 2.52019 0.05746
H 3.90160 1.87220 -3.58543
H 2.28392 1.81291 -4.30085
H 2.62976 0.91231 -2.82391
H 3.61195 5.14037 -3.57145
H 2.28460 5.89266 -2.67937
H 1.96205 5.04668 -4.19895
H 4.40951 3.60516 -0.88095
H 3.26834 2.49982 -0.08987
H 3.01160 4.24131 0.00589
H -0.08901 2.60078 -2.64339
H -0.09821 4.16602 -1.80802
H -1.97164 3.56104 0.27651
H -2.03946 1.88890 0.89267
H -2.25342 2.19380 -0.84536
*
```

ΔE to the lowest compared entry with this formula, charge and spin ... 42.8 kcal per mole
Energy ... -199971.2219 eV
Strongest force on any atom ... 0.8 eV/A

---

2.
DFT (ωB97M-V with the def2-TZVPD basis set) results for the molecule C2H6BrISi.

ORCA input file:
```
! wB97M-V def2-TZVPD RIJCOSX def2/J DEFGRID3
* xyz 0 1
C -0.19019 0.23670 1.78779
C -0.41807 0.35305 -1.71376
Si -0.97506 0.43674 0.06741
Br -1.54653 2.60407 -0.01250
I -3.36560 -0.77725 -0.02653
H -0.67121 -0.43912 2.51977
H 0.98169 0.00016 1.87404
H -0.31136 1.30117 2.19719
H -0.78115 -0.42464 -2.35345
H -0.46479 1.32218 -2.27181
H 0.63924 0.17508 -1.50260
*
```

ΔE to the lowest compared entry with this formula, charge and spin ... 0.0 kcal per mole
Energy ... -88193.9387 eV
Strongest force on any atom ... 2.9 eV/A

---

3.
DFT (ωB97M-V with the def2-TZVPD basis set) results for C31H26BaClN6O7S2Se2 as an isolated structure.

ORCA input file:
```
! wB97M-V def2-TZVPD RIJCOSX def2/J DEFGRID3
* xyz -1 1
Ba 0.21300 0.02274 -1.55990
S -4.06083 -2.59374 -0.03758
C -2.78742 -3.33192 0.82818
C -1.58993 -2.73232 0.57383
C -1.62232 -1.62913 -0.35105
C -2.91516 -1.46157 -0.76748
C -3.43351 -0.45571 -1.69745
C -4.75082 -0.49076 -2.17100
C -5.19827 0.50083 -3.02025
C -4.33030 1.51293 -3.39654
C -3.03561 1.46594 -2.90893
N -2.58965 0.51906 -2.08603
H -2.98925 -4.16861 1.48198
H -0.67958 -3.08504 1.04853
H -5.40875 -1.29591 -1.87302
H -6.21607 0.48072 -3.39097
H -4.63348 2.30843 -4.06226
H -2.30892 2.21133 -3.20415
O -0.25004 -0.61001 6.34704
C -1.43558 -0.94267 5.64245
C -1.46396 -0.24400 4.31146
C -2.47439 -0.52885 3.40430
C -2.46374 0.11346 2.17959
N -1.54381 1.00460 1.82335
C -0.58985 1.30397 2.70205
C -0.50958 0.69208 3.95436
C 0.39472 2.35873 2.28634
C 1.36368 2.82880 3.16724
C 2.23202 3.83312 2.75683
C 3.28242 4.36249 3.69700
O 2.73767 4.80356 4.93721
C 2.08692 4.33404 1.47735
C 1.10609 3.79052 0.65806
N 0.28023 2.82537 1.03728
H -0.26386 -1.05987 7.19428
H -2.32106 -0.64348 6.21627
H -1.49876 -2.02345 5.47310
H -3.24484 -1.25799 3.62440
H -3.22057 -0.11493 1.43971
H 0.28231 0.91784 4.64987
H 1.45258 2.44323 4.17249
H 3.84162 5.16636 3.20752
H 3.99041 3.57368 3.95550
H 1.98759 5.37404 4.74091
H 2.73479 5.11643 1.10250
H 0.99252 4.13321 -0.36006
Se 3.17455 -2.60684 -2.94732
Se 2.30267 -3.98668 -1.31719
C 0.46346 -4.05052 -1.90668
C -0.24591 -5.20975 -1.62722
C -1.56585 -5.28004 -2.04088
C -2.10516 -4.21765 -2.74379
C -1.30682 -3.10787 -2.97222
N -0.04709 -3.01165 -2.54570
C 3.85841 -1.19780 -1.82888
C 5.12863 -0.74341 -2.14065
C 5.67575 0.26270 -1.35779
C 4.95320 0.73745 -0.28279
C 3.68220 0.22817 -0.07189
N 3.12725 -0.70507 -0.83144
H 0.23162 -6.03069 -1.10828
H -2.16039 -6.15958 -1.82731
H -3.12867 -4.23157 -3.09088
H -1.68021 -2.24804 -3.51324
H 5.66810 -1.17301 -2.97298
H 6.65396 0.66437 -1.58843
H 5.32712 1.52978 0.34896
H 3.06280 0.65583 0.70637
O 3.82247 3.40747 -3.04789
S 2.45252 2.98246 -2.69013
N 2.22204 2.18365 -1.47844
O 1.48376 -0.03838 -4.23671
Cl 0.25956 0.39938 -4.89516
O 0.50404 0.73999 -6.25535
O -0.71662 -0.66403 -4.78860
O -0.24604 1.54380 -4.15179
*
```

ΔE to the lowest compared entry with this formula, charge and spin ... 24.0 kcal per mole
Energy ... -221416.8351 eV
Strongest force on any atom ... 1.0 eV/A

---

4.
DFT (ωB97M-V with the def2-TZVPD basis set) results for a 8-piece molecular cluster, C14H44O15 overall.

ORCA input file:
```
! wB97M-V def2-TZVPD RIJCOSX def2/J DEFGRID3
* xyz 0 1
O -1.78556 2.82451 -3.43904
H -1.22093 3.59742 -3.44499
H -1.36922 2.22795 -2.81694
C 0.66767 3.42391 2.01188
C 2.02071 4.21422 2.08583
O 1.78521 5.57917 1.92970
O -0.15638 3.56500 3.20315
H 0.92901 2.36693 1.96085
H 0.14337 3.74016 1.11011
H 2.68802 3.89932 1.28357
H 2.53884 3.94295 3.00564
H 1.50220 5.84890 1.05291
H -0.42543 4.47696 3.33559
C -3.91698 1.21816 2.96907
C -2.55773 0.57275 2.58943
O -1.57402 0.97672 3.52761
O -4.03114 2.56633 2.62437
H -3.99148 1.28690 4.05434
H -4.74015 0.66328 2.51895
H -2.21252 0.97746 1.63804
H -2.71776 -0.50543 2.58885
H -1.53088 1.92630 3.66184
H -4.74457 2.98565 3.11099
C -1.18920 -0.38858 -0.90272
C -0.06357 -0.70563 0.15690
O 1.27853 -1.01357 -0.30999
O -0.98144 0.91653 -1.31694
H -2.19430 -0.53235 -0.50624
H -1.04583 -1.03896 -1.76560
H -0.38365 -1.62390 0.64930
H -0.11514 0.04870 0.94203
H 1.16028 -1.92007 -0.60302
H -0.08700 0.99334 -1.65705
C 0.30068 -4.83623 0.59794
C 0.56894 -4.91281 -0.98378
O 1.08297 -3.74962 -1.48309
O -0.45004 -6.02795 0.94616
H -0.39210 -4.02978 0.83832
H 1.16797 -4.67960 1.23932
H -0.35077 -5.04526 -1.55359
H 1.14123 -5.81938 -1.18058
H 1.76328 -3.97054 -2.12337
H -1.20383 -6.14695 0.36372
C 3.88385 -0.54101 2.41393
C 3.48571 0.77122 2.98184
O 4.13483 1.02395 4.20819
O 3.12204 -1.58700 3.04977
H 4.91249 -0.82245 2.63927
H 3.63330 -0.69541 1.36441
H 2.43166 0.83725 3.25149
H 3.59552 1.49240 2.17194
H 3.40702 0.91809 4.82519
H 3.07170 -2.27538 2.38255
C -2.25547 -2.30267 -3.95087
C -3.36197 -3.28404 -3.43225
O -4.68083 -2.86461 -3.87047
O -1.94990 -2.36870 -5.34566
H -1.26930 -2.45092 -3.51087
H -2.62511 -1.29875 -3.74205
H -3.33332 -3.40803 -2.34970
H -3.03699 -4.25293 -3.81139
H -4.55346 -2.51057 -4.75366
H -2.64857 -1.93748 -5.84316
C 1.96300 2.55971 -1.30056
C 1.90661 2.14581 -2.80076
O 1.08639 1.02242 -2.87046
O 2.67543 1.45220 -0.67420
H 1.03147 2.61407 -0.73716
H 2.58671 3.44235 -1.15898
H 2.89996 1.95799 -3.20828
H 1.44706 2.92621 -3.40732
H 1.05867 0.83751 -3.81208
H 2.07423 0.70586 -0.61819
*
```

ΔE to the lowest compared entry with this formula, charge and spin ... 57.8 kcal per mole
Energy ... -45938.3714 eV
Strongest force on any atom ... 2.9 eV/A

---

5.
DFT (ωB97M-V with the def2-TZVPD basis set) results for C15H32EuNO2P2 as an isolated structure.

ORCA input file:
```
! wB97M-V def2-TZVPD RIJCOSX def2/J DEFGRID3
* xyz 2 7
Eu -1.03169 -0.84617 0.64047
P -1.46272 -0.06466 -2.30919
C -0.67020 -1.71952 -2.67908
C 0.78159 -1.91100 -2.26115
N 1.21499 -1.31984 -1.12951
C 2.52675 -1.35285 -0.80588
C 3.42407 -2.13983 -1.53794
C 2.95671 -2.90183 -2.62234
C 1.61307 -2.76729 -2.99834
C 3.03903 -0.53033 0.35711
P 1.72736 0.04671 1.54795
H 1.17932 -3.29390 -3.85995
H 4.46587 -2.18428 -1.19855
H 3.62573 -3.58875 -3.16034
H 3.74615 -1.13868 0.94914
H 3.61513 0.33542 -0.01264
H -1.27275 -2.56150 -2.27300
H -0.72936 -1.79660 -3.77771
H -2.19372 -3.27758 2.44018
O -1.83564 -3.49906 1.54404
H -2.16815 -4.42881 1.38980
H -1.30461 -0.45956 4.25339
O -1.23079 -1.42393 4.44276
H -1.38150 -1.47989 5.41481
C 1.99132 -1.35396 2.71980
H 3.05527 -1.25043 3.03090
H 1.32919 -1.25332 3.59055
H 1.84501 -2.34191 2.25344
C 2.74401 1.29407 2.44744
H 2.14633 1.68939 3.28653
H 3.64210 0.76909 2.84823
H 3.05632 2.12665 1.79668
C -1.05725 0.74062 -3.91830
H -1.52380 0.12696 -4.71306
H -1.50120 1.74828 -3.94795
H 0.02437 0.80920 -4.09685
C -3.18627 -0.56919 -2.76563
H -3.84492 0.30787 -2.64480
H -3.14873 -0.85758 -3.84087
H -3.56682 -1.41001 -2.15943
C -0.28766 3.67295 0.57706
C -1.48575 3.05991 1.34023
C -2.48621 4.17735 1.68383
C -2.07493 1.87973 0.61528
H -0.57684 4.06583 -0.40959
H 0.53402 2.95475 0.43599
H 0.10238 4.51490 1.16708
H -1.09435 2.69267 2.31301
H -2.92230 4.64334 0.79171
H -3.29327 3.78263 2.30999
H -1.94652 4.94634 2.25647
H -2.83052 1.27303 1.14544
H -2.27764 2.06459 -0.46720
*
```

<S²> ... 12.0113
ΔE to the lowest compared entry with this formula, charge and spin ... 0.0 kcal per mole
Energy ... -59549.1550 eV
Strongest force on any atom ... 1.6 eV/A

---

6.
DFT (ωB97M-V with the def2-TZVPD basis set) results for C24H18AuBrIN6O2Se as an isolated structure.

ORCA input file:
```
! wB97M-V def2-TZVPD RIJCOSX def2/J DEFGRID3
* xyz 3 1
Au -1.41114 -0.82989 -0.97106
C -3.56609 -2.17827 1.30944
O -2.48491 -1.27244 1.11050
C -1.79693 -0.82892 2.18761
C -1.88832 -1.33363 3.46041
C -1.10650 -0.76301 4.48142
Br -1.22928 -1.48366 6.22548
C -0.22222 0.28627 4.22256
C -0.07040 0.79721 2.93883
C -0.89301 0.26402 1.87047
O -0.83157 0.68823 0.68514
C 0.91235 1.79092 2.58977
N 1.05052 2.26118 1.33864
C 2.12864 3.08554 1.25966
C 2.69804 3.73720 0.17220
C 3.83099 4.47492 0.43229
C 4.36395 4.56020 1.73275
C 3.81045 3.90359 2.81800
C 2.67409 3.14447 2.56764
N 1.88599 2.33229 3.34964
H -4.26827 -1.76579 2.03582
H -3.21274 -3.15259 1.65218
H -4.07070 -2.27947 0.35150
H -2.54534 -2.15588 3.70689
H 0.34125 0.69277 5.04713
H 0.41862 1.98647 0.58958
H 2.26947 3.65440 -0.81356
H 4.31667 5.00017 -0.37539
H 5.24270 5.16677 1.88041
H 4.24786 3.97806 3.80063
H 2.03643 2.18702 4.33851
Se -3.83835 2.56408 -2.95967
N -2.98602 2.49896 -4.45563
C -2.04163 1.57906 -4.44374
C -1.13996 1.19110 -5.44745
C -0.25056 0.18427 -5.15335
C -0.26382 -0.44160 -3.89943
N -1.11026 -0.10121 -2.95031
C -1.98334 0.88369 -3.17161
N -2.86026 1.27797 -2.26523
H -1.16674 1.67031 -6.41731
H 0.46627 -0.14413 -5.88884
H 0.42998 -1.23968 -3.68420
I 1.79007 -1.14254 -0.46593
C 0.85547 -2.94310 -1.03226
C 1.59079 -4.10745 -1.16395
C 0.92291 -5.26656 -1.53783
C -0.44726 -5.21545 -1.75554
C -1.09942 -4.00214 -1.60326
N -0.45660 -2.89300 -1.25029
H 2.65384 -4.10999 -0.97921
H 1.47077 -6.19116 -1.65806
H -1.00491 -6.09516 -2.03699
H -2.16157 -3.90443 -1.77497
*
```

Energy ... -185368.5122 eV
Strongest force on any atom ... 2.2 eV/A

---

7.
DFT (ωB97M-V with the def2-TZVPD basis set) results for the molecule C3H7N3.

ORCA input file:
```
! wB97M-V def2-TZVPD RIJCOSX def2/J DEFGRID3
* xyz 0 1
N 0.07177 0.51367 0.28820
C -0.39651 0.47018 -0.99651
N 1.30224 1.02213 0.48536
C 0.46475 -1.64990 1.38634
C -1.73181 0.38287 -1.27796
N 0.04794 -1.19971 0.27352
H 0.25467 0.94384 -1.72969
H 2.01576 0.71243 -0.17183
H 1.30968 2.00102 0.74476
H 0.31561 -2.70364 1.67183
H 0.87281 -1.00159 2.18881
H -2.11108 0.62026 -2.26259
H -2.41584 -0.11156 -0.60023
*
```

ΔE to the lowest compared entry with this formula, charge and spin ... 106.6 kcal per mole
Energy ... -7690.0586 eV
Strongest force on any atom ... 5.6 eV/A

---

8.
DFT (ωB97M-V with the def2-TZVPD basis set) results for C15H23CeCl3NO2P as an isolated structure.

ORCA input file:
```
! wB97M-V def2-TZVPD RIJCOSX def2/J DEFGRID3
* xyz 2 1
C 0.37125 3.12870 -2.30167
C -0.93433 2.76266 -1.98746
C -1.18034 1.69459 -1.10443
C -0.08460 1.03936 -0.51313
C 1.23717 1.39606 -0.85167
C 1.46724 2.45430 -1.75266
C -2.63743 1.33546 -0.91954
C -3.09223 -0.14284 -0.71106
N -1.98730 -1.12324 -0.82147
Ce -0.88869 -0.45371 1.25750
C 2.43638 0.64195 -0.27182
P 1.93612 -0.98755 0.43068
H -1.77663 3.28969 -2.44073
H 2.51203 2.72789 -1.97336
H 0.56047 3.94709 -2.99217
H 2.91250 1.22473 0.54275
H 3.21021 0.44623 -1.04002
H -3.07259 1.94551 -0.10454
H -3.15416 1.68683 -1.83267
H -3.65430 -0.29983 0.24540
C 3.44722 -1.43905 1.34215
C 2.09599 -2.04228 -1.05106
H -3.77121 -0.40789 -1.54552
C -1.36670 -1.01823 -2.19779
C -2.45991 -2.52958 -0.64170
H -0.06621 -2.30337 2.61397
H -1.58272 -1.93416 -2.76827
H -1.78745 -0.16866 -2.75018
H -0.27712 -0.93717 -2.12601
H -2.60296 -3.01572 -1.62134
H -1.70312 -3.11157 -0.08189
H -3.43027 -2.59150 -0.13673
H 3.14907 -2.07885 -1.36661
H 1.75498 -3.03820 -0.73555
H 1.46649 -1.69104 -1.87838
H 4.34536 -1.27327 0.72624
H 3.50136 -0.84253 2.26401
H 3.36431 -2.50394 1.60177
H -0.77434 -2.69294 2.45912
Cl 1.43936 2.32119 5.85424
C 1.04173 1.25903 4.63259
Cl 1.09147 -0.40527 4.81888
Cl -2.84249 0.00525 2.89827
C 0.69816 1.81579 3.31242
O 0.81625 3.02017 3.08010
O 0.27200 0.88991 2.43933
*
```

ΔE to the lowest compared entry with this formula, charge and spin ... 1.0 kcal per mole
Energy ... -81280.0663 eV
Strongest force on any atom ... 4.7 eV/A

---

Which value of strongest force on any atom does entry 3 give? 1.0 eV/A